{
  "formula": "C4H8O2",
  "method": "ωB97M-V/def2-TZVPD",
  "symbols": ["C", "C", "O", "C", "C", "O", "H", "H", "H", "H", "H", "H", "H", "H"],
  "positions_angstrom": [[-1.351, 1.112, 0.536], [0.153, 1.086, 0.438], [0.845, 0.080, 1.170], [0.945, 0.061, -0.256], [0.357, -1.172, -0.901], [0.975, -2.340, -0.405], [-1.788, 0.112, 0.483], [-1.768, 1.724, -0.271], [-1.654, 1.556, 1.490], [0.616, 2.072, 0.519], [1.932, 0.346, -0.626], [0.549, -1.148, -1.978], [-0.732, -1.203, -0.756], [0.923, -2.286, 0.559]],
  "smiles": "C[C@H]1O[C@H]1CO",
  "orbital_gap_ev": 11.30,
  "relative_energy_kcal_mol": 44.9
}